Record 1
Entry from OMol25: the ion C8H12N5 with charge +1 at a distorted geometry (ωB97M-V/def2-TZVPD).

Geometry as ORCA input:
```
! RIJCOSX wB97M-V def2-TZVPD def2/J DEFGRID3
* xyz 1 1
C 0.70711 -0.26344 0.69184
C 0.40893 -1.57057 0.61328
C 2.03954 -0.14845 0.24155
C 2.00092 2.10061 -0.34115
C -0.99335 -1.95642 0.67918
C -1.83765 -1.21681 -0.41722
C -2.35593 0.21535 -0.15165
C -0.41668 1.74496 0.29832
N 2.62897 -1.35629 0.08521
N 1.62213 -2.24805 0.47854
N 2.66324 1.00913 -0.12420
N -1.38691 1.29989 -0.55620
N 0.76355 2.47500 -0.15021
H 2.63540 2.82699 -0.86874
H -0.97926 -2.99635 0.61546
H -1.46451 -1.71596 1.57514
H -1.33643 -1.24118 -1.37312
H -2.77580 -1.89933 -0.51452
H -3.19870 0.23582 -0.75872
H -2.60144 0.31478 0.84863
H -0.80942 2.13686 1.31172
H 1.76876 -3.28333 0.43910
H 3.62574 0.83970 -0.28592
H -1.12687 1.43246 -1.59463
H 0.41866 3.26463 -0.74170
*
```

Properties
Energy above the lowest of the compared OMol25 structures with the same formula, charge and spin   404.3 kJ/mol
Largest force on an atom   4.94 eV/Å
E_LUMO   -3.45 eV
E_tot   -15930.2339 eV

---

Record 2
Entry from OMol25: a structure of composition C10H11ClF5MgYb at a distorted geometry (ωB97M-V/def2-TZVPD).

Geometry as ORCA input:
```
! RIJCOSX wB97M-V def2-TZVPD def2/J DEFGRID3
* xyz -2 2
Yb -0.16229 -0.18973 -2.98146
Cl -1.07027 -1.27967 -0.89709
C 1.40476 -1.33092 -4.35799
C -1.81284 -0.92977 -4.55417
H 1.08251 -1.26656 -5.40707
H 2.45258 -0.98726 -4.30084
H 1.36436 -2.38839 -4.05570
H -1.52251 -0.90428 -5.61170
H -2.76409 -0.39555 -4.40246
H -1.93813 -1.98658 -4.24597
Mg 0.29590 0.39718 0.18336
C 2.20899 -0.50724 0.38899
C 0.20104 1.74699 -1.49034
H 2.65920 -0.59693 -0.61065
H 2.79608 0.18045 1.00902
H 2.11055 -1.48461 0.87479
H -0.74399 2.34766 -1.55907
H 0.94261 2.56945 -1.36747
F -0.05259 3.00408 2.46398
C -0.33950 1.80788 3.03654
C -0.21996 0.63775 2.32195
C -0.50531 -0.52850 3.00137
F -0.34254 -1.74089 2.40822
C -0.92510 -0.55232 4.34611
F -1.20150 -1.71591 4.96398
C -1.01499 0.63891 5.04311
F -1.38989 0.64173 6.33480
C -0.72803 1.82940 4.38929
F -0.78506 2.98364 5.07646
*
```

Properties
Largest force on an atom   1.32 eV/Å
E_LUMO (spin up / spin down)   4.93 / 4.93 eV
E_tot   -73630.5916 eV

---

Record 3
Entry from OMol25: the molecule C3H2O2S at a distorted geometry (ωB97M-V/def2-TZVPD).

Geometry as ORCA input:
```
! RIJCOSX wB97M-V def2-TZVPD def2/J DEFGRID3
* xyz 0 1
C 1.23436 0.12246 -0.10550
C -0.95786 0.57764 0.02897
C -0.78427 -0.68543 -0.05542
H -1.61564 1.46040 0.44396
H -1.51909 -1.60565 -0.04522
O 0.35759 1.12146 -0.18458
O 0.42328 -0.99443 -0.07977
S 2.86162 0.00355 -0.00244
*
```

Properties
Structure (SMILES)   S=c1occo1
Energy above the lowest of the compared OMol25 structures with the same formula, charge and spin   171.9 kJ/mol
Largest force on an atom   8.43 eV/Å
E_LUMO   0.73 eV
E_tot   -18071.0958 eV

---

Record 4
Entry from OMol25: a structure of composition C22H29FInN6S2SeSi at a distorted geometry (ωB97M-V/def2-TZVPD).

Geometry as ORCA input:
```
! RIJCOSX wB97M-V def2-TZVPD def2/J DEFGRID3
* xyz 1 1
In 12.55093 11.61808 7.65972
C 6.80126 10.88743 7.09062
S 8.04640 11.50760 5.91006
C 9.50132 11.04682 6.69568
S 10.89527 11.63644 5.82458
N 9.56858 10.28277 7.75733
N 10.87816 9.96214 8.05908
C 11.19865 8.80752 8.33977
C 12.65633 8.56444 8.49771
C 13.12943 7.37666 9.03887
C 14.46300 7.10585 8.93701
C 15.26264 8.00450 8.25251
C 14.73920 9.18628 7.77071
N 13.45924 9.45962 7.92211
H 5.86318 11.28987 6.74562
H 7.00014 11.36681 8.05878
H 6.86568 9.81440 7.19396
H 10.46350 8.03041 8.37834
H 12.43821 6.73279 9.51824
H 14.82864 6.15002 9.30726
H 16.27256 7.69327 8.01846
H 15.37244 9.95939 7.35194
C 12.39957 13.28993 12.28247
Si 11.93404 12.17694 10.81544
C 10.57773 13.05609 9.85510
C 11.30999 10.69630 11.75337
N 13.19716 11.85157 9.65672
C 14.55777 11.83099 9.92753
C 15.16666 11.48370 11.13888
C 16.49450 11.60915 11.39039
C 17.39933 12.01361 10.37338
C 16.83995 12.15006 9.09360
C 15.49000 12.08730 8.93096
F 15.03574 12.19956 7.60377
H 11.60866 13.06134 13.03468
H 12.38172 14.34772 12.01810
H 13.37520 13.03065 12.66549
H 9.71500 13.13167 10.53635
H 10.29975 12.42826 9.01349
H 10.82632 14.05717 9.56812
H 10.45706 11.04269 12.32479
H 12.13676 10.31223 12.38732
H 10.99464 9.91852 10.99810
H 14.57544 11.21338 11.96748
H 16.90708 11.38794 12.35628
H 18.46419 12.10385 10.59381
H 17.48441 12.32132 8.24858
C 15.51220 15.58390 5.13734
N 15.50546 15.53546 6.59828
C 16.43475 16.15758 7.38422
C 16.04270 15.99848 8.66118
N 14.88456 15.23828 8.64012
C 14.06198 14.99089 9.78918
C 14.57133 14.98577 7.37005
Se 12.94208 14.08872 6.70269
H 16.33002 16.27212 4.83900
H 14.53238 15.92468 4.72149
H 15.73463 14.56028 4.81905
H 17.27412 16.65345 6.96046
H 16.49602 16.37377 9.57724
H 14.60113 14.33940 10.48618
H 13.14621 14.48721 9.48066
H 13.81739 15.92208 10.27912
*
```

Properties
Largest force on an atom   3.34 eV/Å
E_LUMO   -3.12 eV
E_tot   -135007.1221 eV

---

Record 5
Entry from OMol25: the ion C2HN4 with charge +1 at a distorted geometry (ωB97M-V/def2-TZVPD).

Geometry as ORCA input:
```
! RIJCOSX wB97M-V def2-TZVPD def2/J DEFGRID3
* xyz 1 3
C -0.09629 -0.07958 -0.11274
C -0.86567 0.65744 0.65248
N 0.83168 -0.63439 -0.58227
N -1.80938 1.16733 1.25560
N 2.31932 -1.72457 -1.90472
N 1.56350 -1.32280 -1.14552
H -1.94315 1.93657 1.83717
*
```

Properties
Energy above the lowest of the compared OMol25 structures with the same formula, charge and spin   0.0 kJ/mol
Largest force on an atom   6.16 eV/Å
E_LUMO (spin up / spin down)   -5.28 / -7.74 eV
E_tot   -8036.0013 eV

---

Record 6
Entry from OMol25: a structure of composition C42H28Br2FeN3O3P2S2 (ωB97M-V/def2-TZVPD).

Geometry as ORCA input:
```
! RIJCOSX wB97M-V def2-TZVPD def2/J DEFGRID3
* xyz -1 5
Fe 0.21042 0.27895 -0.06283
S 2.36294 1.03883 0.75913
C 3.40019 -0.23511 0.15091
C 4.63509 -0.41196 0.77002
C 5.54161 -1.38771 0.36935
C 6.78194 -1.51651 1.06010
N 7.77316 -1.59516 1.64118
C 5.19515 -2.22296 -0.70583
C 3.96690 -2.05785 -1.32874
C 3.03764 -1.08562 -0.93389
S 1.53652 -0.97314 -1.79482
C 6.08237 -3.24646 -1.16271
N 6.78677 -4.07763 -1.53339
H 4.89975 0.24042 1.59235
H 3.70455 -2.71075 -2.15027
O -0.49714 2.02687 1.27320
P -1.41100 1.64946 2.38461
C -1.85311 -0.09958 2.48364
P -0.58378 -1.40317 2.50616
O 0.18055 -1.54069 1.24144
C 0.47946 -1.12767 3.92435
C 1.84740 -1.10316 3.66691
C 2.73679 -0.89416 4.71205
C 2.26207 -0.71458 6.00109
C 0.89478 -0.73533 6.25871
C 0.00364 -0.94077 5.22214
C -1.60096 -2.86448 2.78742
C -1.52107 -3.67240 3.91336
C -2.31583 -4.80748 4.00730
C -3.18224 -5.13401 2.97575
C -3.25265 -4.33438 1.84062
C -2.46232 -3.20316 1.74031
C -0.71211 2.09570 3.98638
C -1.47155 2.23399 5.14522
C -0.85517 2.56300 6.34081
C 0.52049 2.74966 6.38125
C 1.27985 2.60908 5.22884
C 0.66850 2.28857 4.02584
C -3.00323 2.48145 2.20909
C -3.04645 3.53821 1.30308
C -4.23111 4.22947 1.10267
C -5.37431 3.86829 1.80060
C -5.33946 2.80626 2.69470
C -4.15836 2.11204 2.89564
H -2.47107 -0.31845 1.60377
H -2.45743 -0.23778 3.38698
H 2.19972 -1.21514 2.64898
H 3.79937 -0.86551 4.50917
H 2.95717 -0.54866 6.81495
H 0.52652 -0.58057 7.26468
H -1.06136 -0.94771 5.42626
H -0.83300 -3.42633 4.71277
H -2.24852 -5.43988 4.88327
H -3.79768 -6.02188 3.04854
H -3.91434 -4.59846 1.02591
H -2.49134 -2.59777 0.83964
H -2.54675 2.10268 5.11911
H -1.44722 2.67821 7.23986
H 1.00137 3.00455 7.31756
H 2.35310 2.74415 5.25974
H 1.25720 2.16407 3.12344
H -2.15244 3.79102 0.74747
H -4.26209 5.04349 0.39033
H -6.29987 4.40537 1.63781
H -6.23565 2.51093 3.22445
H -4.15302 1.26760 3.57424
Br -4.38994 -1.55815 -1.44214
C -3.36226 -0.20431 -2.28674
C -3.82346 0.33120 -3.49452
C -3.13472 1.33252 -4.11918
Br -3.80490 2.03473 -5.75414
C -1.94375 1.85130 -3.54987
C -1.17596 2.90842 -4.08720
C -0.05741 3.34375 -3.42815
C 0.31641 2.71522 -2.22704
N -0.37330 1.72648 -1.72011
C -1.48878 1.28706 -2.34228
C -2.19526 0.22317 -1.65970
O -1.75693 -0.24211 -0.54718
H -4.73520 -0.05846 -3.92530
H -1.48503 3.36307 -5.01854
H 0.54624 4.15098 -3.81928
H 1.20995 3.00716 -1.68768
*
```

Properties
Energy above the lowest of the compared OMol25 structures with the same formula, charge and spin   10.6 kJ/mol
Largest force on an atom   0.98 eV/Å
E_LUMO (spin up / spin down)   1.88 / 1.88 eV
E_tot   -269349.7368 eV

---

- Which formula does entry 3 have?
  C3H2O2S